1.
C27H21Cl2N6O7RhSe | ωB97M-V with the def2-TZVPD basis set

Each line ends with the natural charge from an NBO analysis.
Cartesian coordinates (Å):
C -2.499 3.877 1.590  -0.214
C -1.812 1.374 2.473  0.117
H 0.800 0.751 3.886  0.208
C -3.038 -2.959 -0.059  -0.624
H -3.492 4.110 3.478  0.203
N -1.446 1.810 1.282  -0.329
Rh 0.034 0.872 0.369  1.201
N -1.342 -3.035 -3.181  -0.668
C -1.738 3.018 0.819  0.121
H 5.710 -0.378 -2.855  0.205
H -3.152 1.141 -4.460  0.201
C -3.701 -1.917 -0.952  -0.356
H -2.356 -0.416 -4.691  0.197
H 5.573 1.143 2.642  0.202
C -2.570 2.179 3.303  -0.213
C -0.187 -2.565 -2.475  0.786
C -2.623 0.337 -3.945  -0.616
Se 2.380 2.442 0.056  1.518
H -3.716 0.501 -2.097  0.222
C -1.107 3.325 -0.535  0.758
N 1.874 0.720 -0.679  -0.920
C 2.901 -0.149 -0.892  0.216
C -2.606 -2.570 -3.075  0.718
O -0.180 2.501 -0.881  -0.671
O 0.841 -3.176 -2.688  -0.627
H -4.429 -0.640 -3.249  0.206
C 5.068 -1.924 -1.493  -0.266
H 4.134 -3.223 -0.053  0.209
C 2.192 1.407 2.387  0.157
O -1.607 -0.564 3.833  -0.673
C 4.977 -0.692 -2.123  -0.239
H -1.178 -3.816 -3.798  0.407
C -1.263 -0.017 2.794  0.747
C 4.097 -2.272 -0.569  -0.208
C -2.801 -1.422 -2.104  -0.262
H -2.851 1.805 4.277  0.235
H -2.733 4.856 1.196  0.233
N -0.323 -1.500 -1.650  -0.646
C 2.816 0.337 4.455  -0.251
N 1.276 1.989 1.460  -0.820
H -1.702 0.755 -3.535  0.233
H -3.965 -1.039 -0.360  0.216
C -3.488 -0.262 -2.842  -0.373
H -3.736 -3.308 0.705  0.201
H -2.166 -2.545 0.452  0.241
C 4.532 1.045 2.924  -0.259
O -1.504 4.291 -1.169  -0.660
Cl 1.924 -1.901 0.931  0.029
O -0.469 -0.479 1.897  -0.680
C 3.564 1.546 2.061  0.079
Cl 3.836 1.669 -2.683  -0.037
C 3.922 0.146 -1.828  -0.080
H 4.919 0.029 4.775  0.185
C -1.494 -0.928 -1.490  0.692
C 3.062 -1.404 -0.267  -0.086
H 5.880 -2.602 -1.721  0.193
O -3.533 -3.053 -3.711  -0.661
H -4.615 -2.313 -1.401  0.204
C -2.914 3.447 2.846  -0.182
H 2.514 -0.143 5.379  0.191
O -1.649 0.083 -0.745  -0.706
N 3.874 2.265 0.906  -0.908
C 4.158 0.431 4.115  -0.242
C 1.837 0.841 3.599  -0.249
H -2.711 -3.829 -0.634  0.197

## Properties
Energy above the lowest of the compared OMol25 structures with the same formula, charge and spin: 0.000 eV
Charge: -2
Total energy: -5329.26111 Ha
M: 794.27 g mol⁻¹
Spin multiplicity: 1

=====

2.
C27H21CoN8O8S3 | ωB97M-V with the def2-TZVPD basis set

Each line ends with the natural charge from an NBO analysis.
Cartesian coordinates (Å):
C -0.193 1.944 -1.984  0.051
C 1.590 3.373 3.134  -0.094
C 2.306 1.797 -3.033  -0.192
H -2.689 0.010 1.071  0.420
H -3.508 1.583 6.513  0.225
C 1.742 2.481 0.937  0.098
C 1.828 0.865 -2.148  0.012
C 1.973 3.903 -4.318  0.171
C 3.102 3.747 -5.141  -0.295
H -5.452 0.253 5.643  0.204
C 0.318 2.783 3.270  -0.077
H 0.283 3.479 5.240  0.213
C -4.724 0.704 4.979  0.071
O 1.294 -1.565 -0.623  -0.711
S 2.646 -0.371 1.763  -0.208
C 1.498 2.880 -3.413  0.005
C 0.204 2.923 -2.863  -0.214
C -2.436 -4.289 -0.517  0.782
N 0.576 1.823 1.079  -0.505
C -0.597 -0.914 3.821  -0.264
S 2.167 -0.564 4.644  -0.226
C -0.131 2.015 2.188  0.080
H -0.610 -4.488 -1.228  0.512
C -1.547 2.569 5.040  -0.247
C -4.028 1.069 2.877  0.250
C -3.000 -1.998 0.467  0.018
O 1.809 8.444 -4.493  -1.008
C -2.113 -2.891 -0.115  -0.244
Co 0.728 0.104 0.209  1.131
C 3.474 4.823 -5.921  0.069
H -1.679 2.818 6.086  0.213
H -0.640 -0.003 4.425  0.188
C 2.283 3.246 1.953  -0.251
O -1.489 -4.989 -1.097  -0.681
H 3.247 3.710 1.826  0.236
C -2.690 1.876 4.526  0.215
N -4.937 0.535 3.670  -0.442
H 2.264 2.378 -0.005  0.220
O -0.392 7.361 -4.448  -1.006
H -1.104 1.547 2.235  0.238
C -3.650 1.413 5.456  -0.270
N -2.907 1.670 3.211  -0.489
H 4.325 4.779 -6.588  0.191
S 0.832 7.615 -5.175  2.394
H -0.466 3.714 -3.157  0.268
C 1.625 -0.584 3.082  -0.013
O -3.542 -4.735 -0.309  -0.607
H 2.015 3.934 3.952  0.219
N 2.798 5.971 -5.906  -0.396
H -1.191 1.952 -1.568  0.204
H 2.431 0.014 -1.853  0.238
O 0.657 -3.582 -1.310  -0.667
H -1.569 -1.119 3.373  0.181
O 0.677 7.833 -6.597  -1.001
H -4.025 -2.132 0.749  0.245
C -0.348 2.956 4.529  -0.120
C 0.455 -2.488 -0.773  0.787
N 0.604 0.931 -1.600  -0.509
H 3.311 1.687 -3.406  0.219
H 3.651 2.819 -5.183  0.207
O 0.326 -0.747 2.755  -0.567
H -4.239 1.008 1.812  0.164
N -1.082 -0.928 0.233  -0.320
N 1.289 5.066 -4.352  -0.427
N -2.342 -0.844 0.654  -0.312
H -0.294 -1.749 4.460  0.214
C -0.912 -2.159 -0.241  0.054
C 1.743 5.994 -5.134  0.155

## Properties
Energy above the lowest of the compared OMol25 structures with the same formula, charge and spin: 1.567 eV
Expectation value of S²: 0.896
Charge: -1
Total energy: -4658.93726 Ha
M: 740.65 g mol⁻¹
Spin multiplicity: 2

=====

3.
C27H21F3N6RuS | ωB97M-V with the def2-TZVPD basis set

Each line ends with the natural charge from an NBO analysis.
Cartesian coordinates (Å):
C 2.546 -0.186 -0.770  0.095
C -2.514 -0.459 -1.364  0.061
H -1.034 2.178 5.495  0.223
C -2.315 0.935 -3.298  -0.120
C 4.441 2.125 1.492  -0.058
C -1.055 1.318 -1.290  -0.006
C 4.942 1.348 -0.812  -0.143
H 3.862 2.595 3.501  0.254
H -4.068 0.369 3.882  0.220
C -1.546 -2.739 1.303  0.100
H -3.649 -0.745 -3.165  0.253
C 3.421 -0.219 -1.848  -0.166
H -2.963 -4.346 1.440  0.255
N -2.359 1.617 3.942  -0.435
S 0.084 2.153 -0.306  0.298
H 5.229 0.496 -2.737  0.246
F -1.144 3.033 -4.517  -0.297
C 4.591 0.551 -1.865  -0.182
H 0.743 -3.774 -4.152  0.246
N 1.358 -0.879 -0.572  -0.417
H -2.585 1.187 -4.315  0.267
H 5.350 2.714 1.509  0.246
F -0.850 4.001 -2.611  -0.299
H -2.407 -5.220 -0.821  0.247
C -0.687 2.856 -3.280  0.973
N -1.601 0.237 -0.702  -0.457
N -0.616 -2.118 0.599  -0.475
H -1.434 3.485 4.358  0.217
C 2.918 0.646 0.340  0.234
H -1.772 -2.329 2.278  0.224
C -1.823 2.613 4.884  -0.399
N 2.084 0.669 1.421  -0.478
C 4.114 1.393 0.332  -0.109
Ru 0.270 -0.264 0.942  0.997
N -0.838 0.356 2.484  -0.519
C -2.212 -3.872 0.825  -0.258
C -0.531 -4.133 -2.488  -0.145
C -1.391 1.696 -2.607  -0.121
C -3.809 1.422 3.779  -0.398
C 3.617 2.074 2.587  -0.256
H 3.233 -0.832 -2.709  0.222
C 1.137 -2.382 -2.578  -0.172
H -2.625 2.935 5.540  0.238
C -2.903 -0.147 -2.660  -0.185
C -0.254 -2.597 -0.625  0.239
C 2.435 1.337 2.507  0.105
H 5.853 1.931 -0.835  0.242
C 0.459 -3.464 -3.155  -0.186
H -4.324 1.979 4.555  0.239
H -1.029 -4.980 -2.941  0.241
F 0.636 2.597 -3.358  -0.315
C -1.900 -4.351 -0.421  -0.078
H 1.747 1.299 3.342  0.217
H -2.953 -1.303 -0.844  0.217
H 1.915 -1.928 -3.161  0.225
C -1.552 0.969 3.164  0.634
C 0.809 -1.917 -1.310  0.097
H -4.149 1.784 2.809  0.216
C -0.902 -3.715 -1.191  -0.113

## Properties
Expectation value of S²: 6.080
Charge: +2
Total energy: -2162.19856 Ha
M: 619.64 g mol⁻¹
Spin multiplicity: 5

=====

4.
C27H21N13OSW | ωB97M-V with the def2-TZVPD basis set

Each line ends with the natural charge from an NBO analysis.
Cartesian coordinates (Å):
N 2.133 -0.883 -0.195  -0.766
C 1.295 -2.863 -2.135  0.231
N -0.128 -1.265 3.051  -0.084
H -0.227 -2.406 -3.581  0.193
C 2.940 3.809 2.107  -0.239
C -1.377 3.726 -1.622  -0.221
C -1.732 2.640 0.636  -0.116
H -5.133 0.275 -1.533  0.207
H 0.037 4.518 0.526  0.227
S -2.952 -2.563 0.355  0.060
C 0.808 3.921 0.990  -0.245
N 3.302 -4.209 -0.368  -0.223
C -5.494 0.549 0.562  -0.218
H 2.495 -4.157 -3.553  0.227
N 0.622 -1.415 1.933  -0.464
N -0.484 1.842 0.561  -0.302
C -1.696 -1.636 0.170  -0.388
C -3.004 1.813 0.606  -0.026
C 1.924 4.548 1.527  -0.215
C 2.829 2.426 2.145  -0.208
H -3.363 2.071 2.702  0.208
H -1.568 4.600 -2.238  0.201
H 1.999 5.628 1.477  0.200
C 2.716 -1.923 0.192  0.592
C 1.787 -1.948 2.374  0.441
N 0.545 -1.693 4.055  -0.099
N 2.826 -2.298 1.531  -0.631
C -0.280 1.453 -1.802  0.112
H -2.379 4.633 -0.018  0.202
C -1.846 3.753 -0.368  -0.213
H -1.678 3.089 1.631  0.218
C 0.683 2.532 1.028  0.137
C 2.298 -3.907 -2.518  -0.117
C 0.615 -1.908 -3.085  -0.228
C 1.713 1.801 1.621  -0.142
N 0.142 -0.812 -2.247  -0.647
H -0.514 2.766 -3.350  0.241
N 1.763 -2.133 3.675  -0.379
C -4.987 1.043 1.753  -0.214
H 1.312 -1.542 -3.839  0.235
N 0.459 -3.017 -1.002  -0.439
H 3.805 4.304 2.532  0.200
C -0.684 2.655 -2.287  -0.322
W 0.159 -0.967 -0.139  1.403
O 0.376 0.668 -3.986  -0.674
H -2.963 1.417 -1.507  0.219
H -5.553 0.944 2.671  0.204
H 3.604 1.827 2.609  0.208
C -3.513 1.297 -0.583  -0.137
H 3.056 -5.864 -1.756  0.229
N -0.275 0.965 -0.521  -0.426
C 1.926 -4.756 -0.142  -0.172
N 3.326 -2.818 -0.732  -0.180
N 2.763 -2.616 -2.039  -0.211
H 1.617 0.733 1.688  0.216
C 2.639 -4.914 -1.455  -0.082
C 0.133 0.408 -2.808  0.643
C -4.751 0.675 -0.601  -0.224
H -6.461 0.061 0.544  0.203
C -3.752 1.675 1.771  -0.192
H 3.432 -3.054 1.808  0.421
H 1.941 -5.578 0.562  0.231
C 0.762 -3.880 -0.078  0.104
H 0.015 -4.039 0.692  0.236

## Properties
Energy above the lowest of the compared OMol25 structures with the same formula, charge and spin: 7.250 eV
Expectation value of S²: 1.126
Charge: -1
Total energy: -2293.70202 Ha
M: 759.46 g mol⁻¹
Spin multiplicity: 2

=====

5.
C27H21N3O4 | ωB97M-V with the def2-TZVPD basis set

Each line ends with the natural charge from an NBO analysis.
Cartesian coordinates (Å):
H -2.584 -3.104 3.117  0.209
H -0.544 -0.263 5.775  0.230
C -2.446 2.165 2.362  -0.238
H 2.432 -2.434 2.896  0.211
N -2.404 -8.386 5.568  0.497
C -0.909 -2.812 5.060  -0.312
C 3.453 0.822 2.454  -0.240
H -1.794 -2.144 5.152  0.232
H 0.749 -4.149 7.076  0.228
H 4.521 -1.052 2.585  0.218
C 0.923 -3.085 6.942  -0.261
H -4.043 -6.323 6.060  0.254
C -3.126 0.949 2.459  -0.216
C -0.413 -5.291 5.185  -0.247
H -1.398 -4.282 2.536  0.230
H -0.494 3.136 2.284  0.218
C -1.041 2.198 2.369  -0.179
H -0.010 -7.402 5.048  0.256
C -3.026 -6.002 5.833  -0.184
C -0.344 0.984 2.509  -0.091
H -3.430 -3.915 5.986  0.220
C 1.208 -0.314 6.994  -0.155
H -2.954 -1.207 2.647  0.208
H -1.560 -2.715 1.688  0.236
C 0.225 -0.897 6.227  -0.239
H 2.632 -3.130 8.297  0.253
H -3.021 3.092 2.261  0.217
N 3.177 -0.552 8.469  0.500
C -1.570 -3.200 2.669  -0.636
O 3.304 0.697 8.457  -0.373
H 0.492 -3.205 3.428  0.213
C 2.089 -1.137 7.740  0.011
C 1.168 -0.712 2.835  0.159
O 3.965 -1.305 9.093  -0.378
O -3.560 -8.775 5.842  -0.365
C -0.744 -6.635 5.260  -0.153
H 0.638 -5.019 5.081  0.226
C 0.119 -2.295 6.075  0.127
C 2.399 -1.359 2.779  -0.252
C -2.066 -6.999 5.580  0.013
C -1.048 -0.234 2.749  0.150
C -2.676 -4.659 5.719  -0.160
C 1.058 0.675 2.551  -0.025
H -4.208 0.930 2.422  0.216
C -1.370 -4.264 5.338  0.028
H 4.372 1.397 2.342  0.217
C -2.428 -0.262 2.617  -0.222
H 1.344 0.768 7.038  0.255
C 3.550 -0.566 2.597  -0.195
C 2.210 1.471 2.427  -0.195
C -0.449 -2.627 3.572  0.006
O -1.484 -9.196 5.281  -0.380
C 1.932 -2.528 7.719  -0.160
H 2.119 2.555 2.316  0.219
N -0.109 -1.223 3.122  -0.398

## Properties
Energy above the lowest of the compared OMol25 structures with the same formula, charge and spin: 0.719 eV
Total energy: -1506.53108 Ha
M: 451.48 g mol⁻¹
Spin multiplicity: 1

=====

6.
C27H22AgI2N4OSb | ωB97M-V with the def2-TZVPD basis set

Each line ends with the natural charge from an NBO analysis.
Cartesian coordinates (Å):
C -0.350 -2.843 3.440  -0.140
C 2.376 4.015 0.114  -0.267
C -5.528 0.563 -1.527  -0.154
H -0.645 1.563 2.431  0.226
H 2.299 5.086 -0.024  0.220
H 0.299 3.638 -0.366  0.186
C -0.015 -1.532 3.704  -0.242
N 1.283 1.898 0.065  -0.487
C -4.964 -0.630 -1.106  -0.271
H -0.402 1.213 4.155  0.223
H 5.684 -0.535 1.531  0.234
C 3.633 2.032 0.663  -0.030
H 2.055 -2.542 -3.545  0.219
Sb -2.828 -2.571 -0.138  1.007
O 1.360 -0.835 0.333  -0.805
H -1.480 -4.133 2.136  0.218
C -1.645 -2.059 1.597  -0.060
C 0.629 -3.791 -2.539  -0.147
C -3.425 1.623 -1.123  0.235
C 1.251 3.199 -0.083  0.037
H -2.997 3.686 -1.585  0.220
C 3.623 -0.750 0.984  -0.306
H -5.546 -1.543 -1.085  0.224
C 4.801 1.344 1.060  -0.240
C -0.517 -0.521 2.893  0.257
H -2.311 3.102 -0.058  0.233
C -1.194 -3.116 2.373  -0.289
H 1.214 -0.044 -4.118  0.222
H 0.940 1.045 3.019  0.237
H 4.436 4.037 0.648  0.226
N -1.316 -0.786 1.851  -0.533
C -0.532 -3.794 -1.780  -0.281
H -5.157 2.652 -1.861  0.219
C -4.748 1.704 -1.536  -0.246
N -0.627 -1.407 -1.884  -0.528
C 3.553 3.433 0.485  -0.154
Ag -0.570 0.393 -0.162  0.867
C -0.137 0.912 3.140  -0.650
H -0.964 -4.722 -1.423  0.217
C 0.491 -1.403 -2.620  0.262
H -1.586 2.605 -1.586  0.230
C 2.444 1.287 0.427  0.030
H 2.022 0.088 -2.551  0.239
C 2.407 -0.172 0.568  0.432
C 1.058 -0.078 -3.038  -0.649
C 4.786 -0.019 1.220  -0.224
I 3.620 -2.824 1.237  0.115
H 1.130 -4.719 -2.787  0.219
C -1.121 -2.579 -1.466  -0.063
C 1.143 -2.585 -2.963  -0.241
H -6.562 0.603 -1.846  0.221
H 0.388 0.729 -2.751  0.223
H 0.044 -3.645 4.051  0.220
N -2.885 0.465 -0.721  -0.520
C -2.535 2.832 -1.093  -0.649
H 0.648 -1.282 4.523  0.220
C -3.630 -0.645 -0.710  -0.067
I 6.600 2.360 1.427  0.106

## Properties
Energy above the lowest of the compared OMol25 structures with the same formula, charge and spin: 0.000 eV
Total energy: -2318.96321 Ha
M: 901.94 g mol⁻¹
Spin multiplicity: 1

=====

7.
C27H22BF4O17 | ωB97M-V with the def2-TZVPD basis set

Each line ends with the Löwdin charge.
Cartesian coordinates (Å):
C 2.977 -1.893 2.965  0.131
H -1.850 -0.320 -5.046  0.093
C -3.386 4.674 -2.185  -0.332
C -2.395 0.378 7.117  -0.352
C 3.376 -1.433 -3.672  -0.387
C -0.612 1.760 8.446  -0.140
O 5.918 -2.980 1.016  0.076
C -0.743 2.069 6.000  0.090
C 3.930 -2.650 -4.301  -0.121
H 4.681 -2.141 6.428  0.185
H -2.291 2.905 -1.023  0.140
C 2.154 -1.543 -2.926  0.097
F 0.017 -0.592 0.385  0.206
C 5.676 -2.806 3.392  0.090
C 4.776 -2.542 4.544  -0.206
O 1.293 -5.148 -3.524  0.129
F -1.957 -0.900 -0.596  0.089
O -2.331 2.386 -5.656  0.064
C 3.451 -1.944 4.302  -0.412
O 3.534 -2.106 0.428  0.065
H 2.076 -1.530 2.795  0.064
H -4.676 6.530 -2.804  0.132
F -1.848 0.564 1.195  0.124
H -1.035 1.505 -2.121  0.125
C -3.915 -0.636 -4.631  -0.581
C 3.234 -4.022 -4.115  0.100
O 5.247 -2.485 -4.678  0.066
H -5.196 -0.251 -5.976  0.030
O -4.259 6.352 -3.690  0.054
H 0.572 2.702 9.402  0.043
O -3.658 5.316 -1.074  -0.040
H 3.864 -4.896 -4.466  0.126
F -0.808 1.060 -0.724  0.113
H -3.934 -1.263 -6.736  0.106
C 3.929 -2.192 1.804  -0.081
C -3.682 5.135 -3.623  -0.205
H -2.211 0.522 9.251  0.088
H -0.522 2.995 5.151  0.192
H 2.649 -1.732 0.301  0.102
O -2.687 0.865 4.758  0.134
O -3.258 -0.555 7.092  0.087
H 5.599 -1.604 -4.612  0.097
C -2.112 2.622 -3.287  -0.157
H -2.169 -1.887 -4.346  0.077
O -4.708 -0.571 -3.792  0.130
C -2.462 -0.856 -4.273  -0.011
C -3.263 4.408 -4.822  0.057
C 0.017 2.172 7.236  -0.471
H -2.335 1.274 4.028  0.068
H -3.528 4.572 -6.068  0.191
C -1.976 1.092 5.907  -0.112
O -1.162 1.786 -3.131  0.105
H -3.689 0.439 -6.449  0.098
O -0.030 2.083 9.624  0.144
O 1.030 2.808 7.216  0.112
C -1.842 0.857 8.342  0.106
C -2.621 3.056 -4.677  -0.351
O 4.054 -0.391 -3.692  0.070
C 1.940 -4.149 -3.415  -0.403
O 5.192 -2.745 5.764  0.092
C -2.755 3.365 -2.014  0.080
B -1.131 0.004 0.135  -1.322
C -4.231 -0.462 -6.034  -0.021
O 2.733 -1.567 5.180  0.131
O 0.394 -3.057 -1.737  0.087
C 5.212 -2.697 2.049  -0.381
H -2.341 -0.501 -3.269  0.058
H 6.616 -3.364 3.545  0.127
C 1.383 -2.900 -2.771  -0.024
H 0.224 -2.141 -1.607  0.050
H 1.863 -0.805 -2.234  0.090

## Properties
Energy above the lowest of the compared OMol25 structures with the same formula, charge and spin: 2.083 eV
Charge: -1
Total energy: -2745.31770 Ha
M: 705.26 g mol⁻¹
Spin multiplicity: 1